No. 1
{
  "formula": "C5H12NO2S",
  "method": "ωB97M-V/def2-TZVPD",
  "elements": ["S", "O", "O", "N", "C", "C", "C", "C", "C", "H", "H", "H", "H", "H", "H", "H", "H", "H", "H", "H", "H"],
  "positions_angstrom": [[1.71, 1.28, -0.04], [-0.84, -1.47, -0.75], [-1.75, -0.51, 1.00], [2.16, -1.20, 0.26], [-3.07, -0.62, 0.48], [-0.75, -1.03, 0.44], [-3.29, 0.31, -0.70], [4.26, -0.08, -0.31], [2.83, -0.16, 0.06], [0.19, -1.09, 0.89], [-3.51, -0.15, -1.68], [2.52, 2.38, 0.01], [4.43, -0.10, -1.49], [-3.81, -0.34, 1.32], [2.68, -2.07, 0.32], [-4.25, 0.89, -0.47], [-2.32, 0.90, -0.85], [4.65, 0.93, 0.09], [4.87, -0.96, -0.02], [-3.27, -1.76, 0.22], [-1.72, -1.84, -1.01]],
  "multiplicity": 1,
  "relative_energy_kcal_mol": 65.3,
  "orbital_gap_ev": 8.49,
  "lumo_energy_ha": -0.1564,
  "charge": 1
}



No. 2
{
  "formula": "C5H12NO3",
  "method": "ωB97M-V/def2-TZVPD",
  "elements": ["O", "O", "O", "N", "C", "C", "C", "C", "C", "H", "H", "H", "H", "H", "H", "H", "H", "H", "H", "H", "H"],
  "positions_angstrom": [[1.63, 1.26, -2.07], [0.24, -0.50, -1.86], [-1.35, -2.51, -1.01], [0.00, 1.41, -0.53], [0.68, 0.64, -1.56], [-0.84, 0.80, 0.48], [-1.06, -0.35, 2.69], [1.14, -0.43, 1.47], [-0.10, 0.41, 1.78], [-0.62, -0.65, 3.64], [-1.32, -0.07, 0.08], [0.24, 1.31, 2.31], [1.90, 0.15, 0.95], [-1.63, 1.53, 0.73], [-0.69, -2.93, -0.43], [-1.43, -1.26, 2.20], [-1.95, 0.24, 2.93], [0.90, -1.27, 0.82], [0.53, 2.18, -0.17], [-0.85, -1.72, -1.35], [1.58, -0.84, 2.39]],
  "multiplicity": 1,
  "relative_energy_kcal_mol": 0.0,
  "orbital_gap_ev": 8.12,
  "lumo_energy_ha": 0.1334,
  "charge": -1
}



No. 3
{
  "formula": "C5H12NOS",
  "method": "ωB97M-V/def2-TZVPD",
  "elements": ["S", "O", "N", "C", "C", "C", "C", "C", "H", "H", "H", "H", "H", "H", "H", "H", "H", "H", "H", "H"],
  "positions_angstrom": [[3.48, -1.81, -2.08], [-3.18, 1.63, 1.99], [-1.09, 0.28, 1.35], [-2.10, 0.27, 0.30], [-3.22, 1.40, 0.68], [0.23, 0.80, 0.98], [1.00, -0.28, 0.24], [1.06, -0.30, -1.23], [1.46, 0.64, -1.61], [-1.77, 0.47, -0.72], [0.14, -0.48, -1.76], [0.75, 0.99, 1.93], [-2.63, -0.72, 0.32], [0.59, -1.21, 0.65], [0.10, 1.71, 0.38], [-1.68, 0.93, 2.00], [-2.95, 2.37, 0.15], [-4.17, 0.97, 0.26], [1.81, -1.07, -1.56], [2.04, -0.32, 0.63]],
  "multiplicity": 1,
  "relative_energy_kcal_mol": 140.7,
  "orbital_gap_ev": 2.48,
  "lumo_energy_ha": -0.0185,
  "charge": -1
}



No. 4
{
  "formula": "C5H12NOS",
  "method": "ωB97M-V/def2-TZVPD",
  "elements": ["S", "O", "N", "C", "C", "C", "C", "C", "H", "H", "H", "H", "H", "H", "H", "H", "H", "H", "H", "H"],
  "positions_angstrom": [[0.86, 3.83, -0.19], [-0.18, -2.22, -1.83], [-1.19, -0.65, -0.22], [0.42, 1.12, 0.84], [0.31, 2.15, -0.43], [0.18, -0.39, 0.34], [-1.30, -1.83, -1.52], [0.51, -1.46, 1.40], [0.13, -1.35, 2.32], [-1.69, -1.37, -2.37], [1.76, -1.43, 1.46], [0.96, 1.47, -1.07], [1.20, 1.42, 1.42], [-1.96, -1.01, 0.34], [0.25, -2.41, 0.90], [-2.00, -2.43, -0.95], [2.20, 3.60, -0.42], [-0.43, 1.41, 1.45], [-0.75, 2.19, -0.82], [0.70, -0.66, -0.65]],
  "s2": 0.760,
  "multiplicity": 2,
  "relative_energy_kcal_mol": 87.2,
  "orbital_gap_ev": [9.61, 5.97],
  "lumo_energy_ha": [0.0343, -0.0930]
}



No. 5
{
  "formula": "C5H12NOS",
  "method": "ωB97M-V/def2-TZVPD",
  "elements": ["S", "O", "N", "C", "C", "C", "C", "C", "H", "H", "H", "H", "H", "H", "H", "H", "H", "H", "H", "H"],
  "positions_angstrom": [[-0.27, -3.06, 0.11], [0.01, -1.03, 1.72], [0.30, -0.62, -0.67], [0.96, 0.68, -0.78], [-1.11, 1.06, 0.24], [0.31, 1.62, 0.20], [0.56, -1.46, 0.56], [-1.15, -0.23, -0.66], [-1.84, -1.06, -0.32], [2.03, 0.50, -0.46], [0.96, 1.04, -1.78], [0.81, 1.43, 1.21], [0.59, -1.25, -1.57], [0.41, 2.64, -0.19], [-1.73, 1.90, -0.33], [1.66, -1.43, 0.76], [-1.32, 0.12, -1.78], [0.76, -3.62, 0.69], [-1.37, 0.83, 1.23], [-0.94, -1.06, 1.66]],
  "smiles": "O[C@@H](S)[NH+]1CCCC1",
  "multiplicity": 1,
  "relative_energy_kcal_mol": 19.2,
  "orbital_gap_ev": 10.58,
  "lumo_energy_ha": -0.1274,
  "charge": 1
}



No. 6
{
  "formula": "C5H12NOS",
  "method": "ωB97M-V/def2-TZVPD",
  "elements": ["S", "O", "N", "C", "C", "C", "C", "C", "H", "H", "H", "H", "H", "H", "H", "H", "H", "H", "H", "H"],
  "positions_angstrom": [[1.84, 0.27, 0.60], [3.08, 1.22, 0.47], [1.46, -0.06, -0.81], [-2.38, -0.99, 1.17], [-3.59, -0.24, 0.75], [3.72, 1.64, -0.72], [-1.20, -0.45, 1.43], [0.47, -0.85, -1.42], [4.58, 0.99, -0.91], [0.18, -1.73, -0.83], [-3.96, -0.62, -0.21], [3.03, 1.59, -1.56], [-0.43, -0.25, -1.56], [-4.39, -0.39, 1.47], [-0.37, -1.04, 1.78], [-1.05, 0.62, 1.38], [-2.51, -2.06, 1.28], [0.83, -1.16, -2.40], [4.07, 2.66, -0.56], [-3.39, 0.83, 0.66]],
  "multiplicity": 1,
  "relative_energy_kcal_mol": 61.5,
  "orbital_gap_ev": 6.71,
  "lumo_energy_ha": -0.2358,
  "charge": 1
}